--- one ---
This record from the Open Molecules 2025 dataset describes a structure of composition C3H5NOS. The level of theory is ωB97M-V with the def2-TZVPD basis set.

Cartesian coordinates (Å):
C (0.3331, 0.7435, 0.2014)
C (-1.0810, 0.7398, -0.2624)
C (1.0016, -1.4218, -0.3066)
H (0.5150, 0.4686, 1.2922)
H (0.7119, 1.8756, -0.0118)
H (-1.4858, 1.5170, -1.2469)
H (-1.9282, 0.9441, 0.7901)
H (2.1810, -1.9016, 0.1907)
N (-0.0728, -1.9274, 0.0966)
O (1.3697, -0.0530, -0.5048)
S (-1.5446, -0.9846, -0.2384)

The LUMO energy comes out at 0.6 eV. The calculation puts the HOMO energy at -8.6 eV.


--- two ---
This record from the Open Molecules 2025 dataset describes the molecule C3H5NOS. The level of theory is ωB97M-V with the def2-TZVPD basis set.

Cartesian coordinates (Å):
C (-0.1509, -1.4063, -0.4511)
C (0.0090, -0.1767, 0.0775)
C (-1.0430, 0.8226, 0.3503)
N (1.3594, 0.3739, 0.0448)
O (1.5115, 1.5692, -0.0859)
S (2.5426, -0.6648, 0.2550)
H (0.8003, -1.7838, -0.7464)
H (-1.1057, -1.8163, -0.7244)
H (-1.9117, 0.0383, 0.3788)
H (-1.2138, 1.6369, -0.3931)
H (-0.7978, 1.4070, 1.2945)

The LUMO energy comes out at -1.1 eV. The calculation puts the HOMO energy at -9.1 eV. The structure (SMILES) is C=C(C)[N+]([O-])=S.


Most stable: two. Least stable: one.


--- one ---
This record from the Open Molecules 2025 dataset describes a cluster of 2 separate species, C5H14N3O in total. The level of theory is ωB97M-V with the def2-TZVPD basis set.

Cartesian coordinates (Å):
C (-1.9955, 0.6315, 0.9214)
C (-1.1736, 1.2247, -0.2294)
C (-2.2962, -0.7736, 0.4226)
C (-0.3620, 0.0602, -0.7829)
C (2.1394, -0.0140, 0.0420)
N (2.4290, -1.3128, -0.1989)
N (2.6003, 0.9623, -0.7694)
N (-0.9907, -1.1746, -0.1711)
O (1.7595, 0.2500, 1.2898)
H (-1.4066, 0.5846, 1.8381)
H (-2.9009, 1.1979, 1.1172)
H (-1.8485, 1.6443, -0.9834)
H (-0.5415, 2.0456, 0.1173)
H (-2.6096, -1.4682, 1.1996)
H (-3.0450, -0.7446, -0.3694)
H (-0.4273, -0.0176, -1.8673)
H (2.4944, -1.9116, 0.6108)
H (3.0488, -1.5315, -0.9600)
H (2.8436, 0.7128, -1.7138)
H (2.2432, 1.8979, -0.6580)
H (-0.3809, -1.5042, 0.5838)
H (-1.0785, -1.9314, -0.8494)
H (1.4987, 1.1724, 1.4104)

The LUMO energy comes out at -2.9 eV. The calculation puts the HOMO energy at -10.4 eV. The total charge is +1.


--- two ---
This record from the Open Molecules 2025 dataset describes a cluster of 2 separate species, C5H14N3O in total. The level of theory is ωB97M-V with the def2-TZVPD basis set.

Cartesian coordinates (Å):
C (-2.0819, -0.2712, -0.3686)
C (0.2511, 1.2776, 1.2947)
C (1.9744, -1.7100, -0.1747)
C (-0.8889, -0.1048, -1.0085)
C (0.7818, 0.3411, 0.2603)
N (-2.8671, 0.7549, -0.0853)
N (1.5228, 0.9891, -0.6456)
N (1.1267, -0.9191, 0.6154)
O (-2.6184, -1.4436, 0.1289)
H (1.0874, 2.0739, 1.5412)
H (-0.6937, 1.6516, 1.0271)
H (0.1360, 0.8704, 2.2514)
H (2.8405, -1.1898, -0.5338)
H (2.2364, -2.6123, 0.3712)
H (1.4726, -2.0615, -1.0319)
H (-0.7958, 0.8501, -1.5676)
H (-0.4841, -0.9396, -1.5788)
H (-2.6696, 1.7385, -0.1902)
H (-3.3935, 0.7223, 0.6822)
H (1.3047, 1.9569, -0.7612)
H (2.2208, 0.6379, -1.1971)
H (0.8162, -1.4473, 1.4345)
H (-2.0338, -2.2211, -0.0119)

The LUMO energy comes out at -3.2 eV. The calculation puts the HOMO energy at -12.2 eV. The total charge is +1.


Most stable: two. Least stable: one.


--- one ---
This record from the Open Molecules 2025 dataset describes a cluster of 2 separate species, C5H14NOS in total. The level of theory is ωB97M-V with the def2-TZVPD basis set.

Cartesian coordinates (Å):
C (-0.1768, 1.0657, 1.4265)
N (1.0506, 1.0484, 0.6130)
C (1.7341, -0.2047, 0.4214)
C (2.1474, -0.4977, -1.0088)
S (0.9228, -0.6453, -2.2894)
C (-1.3553, 1.7395, 0.7175)
C (-2.0737, 0.7890, -0.2546)
H (0.0413, 1.6246, 2.2917)
H (-0.4048, 0.0768, 1.7486)
H (0.8463, 1.4571, -0.2915)
H (1.1074, -1.0447, 0.7497)
H (2.6779, -0.3175, 0.9628)
H (2.6829, 0.3810, -1.4197)
H (2.9012, -1.2819, -1.0222)
H (-0.9055, 2.5608, 0.1676)
H (-2.0343, 2.1877, 1.4404)
H (-2.7090, 0.1076, 0.3079)
H (-2.7442, 1.3717, -0.8462)
H (-1.3434, 0.2157, -0.7905)
H (-0.1062, -3.3645, -1.2741)
H (-1.5435, -3.4006, -0.9271)
O (-0.7153, -3.8686, -0.7230)

As for the multiplicity: 2. As for the expectation value of S²: 0.753. The LUMO energy (alpha / beta) comes out at 0.7 / -2.3 eV. The calculation puts the HOMO energy (alpha / beta) at -8.9 / -8.8 eV.


--- two ---
This record from the Open Molecules 2025 dataset describes a cluster of 2 separate species, C5H14NOS in total. The level of theory is ωB97M-V with the def2-TZVPD basis set.

Cartesian coordinates (Å):
C (1.3225, 0.4452, 0.9102)
N (0.0173, 0.3148, 1.6550)
C (-1.1819, 0.9011, 1.0792)
C (-2.0700, 0.0046, 0.1624)
S (-2.8951, 1.0942, -1.0497)
C (1.9023, -0.9150, 0.5390)
C (1.0555, -1.6012, -0.5699)
H (1.9337, 0.9209, 1.7177)
H (1.2629, 1.1267, 0.0653)
H (-0.0913, -0.6753, 1.8370)
H (-0.8620, 1.7939, 0.5097)
H (-1.7719, 1.3008, 1.9259)
H (-1.5541, -0.7574, -0.4140)
H (-2.8276, -0.5386, 0.7155)
H (2.1776, -1.5494, 1.3835)
H (2.9108, -0.6550, 0.1683)
H (0.4389, -2.3893, -0.1530)
H (0.4166, -0.8110, -0.9639)
H (1.7852, -1.9457, -1.3223)
H (-1.4097, 1.3440, -2.4351)
H (0.0970, 1.0485, -2.7173)
O (-0.6565, 1.5432, -3.0436)

As for the multiplicity: 2. As for the expectation value of S²: 0.753. The LUMO energy (alpha / beta) comes out at 0.8 / -2.4 eV. The calculation puts the HOMO energy (alpha / beta) at -9.0 / -9.0 eV.


Most stable: one. Least stable: two.